Entry 1:
The following is a DFT calculation (ωB97M-V with the def2-TZVPD basis set) of an isolated molecule of C19H24N2O4S at a distorted geometry.

CARTESIAN COORDINATES (ANGSTROEM)
1 C -1.304 3.257 -0.107
2 N -1.814 2.001 -0.667
3 C -2.841 1.968 -1.713
4 C -4.059 1.164 -1.214
5 C -4.621 1.609 0.143
6 S -6.161 0.821 0.475
7 O -7.135 1.085 -0.590
8 O -6.681 1.085 1.844
9 O -5.788 -0.782 0.511
10 C -0.980 0.763 -0.525
11 C -0.963 0.264 0.910
12 O -0.258 -0.958 0.987
13 N 1.017 -0.817 1.605
14 C 2.088 -1.132 0.912
15 C 2.064 -1.559 -0.532
16 C 1.153 -2.501 -1.062
17 C 1.157 -2.771 -2.435
18 C 2.082 -2.179 -3.329
19 C 2.965 -1.249 -2.784
20 C 2.965 -0.947 -1.408
21 C 3.402 -1.091 1.575
22 C 3.618 -0.170 2.625
23 C 4.896 -0.104 3.222
24 C 5.930 -0.940 2.809
25 C 5.702 -1.905 1.837
26 C 4.436 -1.966 1.231
27 H -0.579 3.675 -0.813
28 H -2.097 3.993 -0.044
29 H -0.858 3.165 0.881
30 H -3.146 2.995 -1.953
31 H -2.442 1.505 -2.608
32 H -3.759 0.127 -1.135
33 H -4.847 1.213 -1.952
34 H -4.743 2.681 0.262
35 H -3.977 1.305 0.979
36 H -6.400 -1.057 1.212
37 H 0.029 0.946 -0.882
38 H -1.368 -0.019 -1.179
39 H -0.495 1.033 1.548
40 H -1.963 0.071 1.311
41 H 0.415 -2.940 -0.408
42 H 0.397 -3.459 -2.805
43 H 2.141 -2.441 -4.377
44 H 3.641 -0.702 -3.433
45 H 3.582 -0.129 -0.984
46 H 2.843 0.535 2.892
47 H 5.058 0.697 3.947
48 H 6.931 -0.866 3.206
49 H 6.487 -2.606 1.600
50 H 4.282 -2.668 0.416

Results
2S+1 = 1
largest force on an atom = 4.32 eV Å⁻¹
energy = -42094.680 eV
LUMO level = 0.24 eV
molecular weight = 376.5 g/mol
HOMO level = -8.3 eV
SMILES string = CN(CCCS(=O)(=O)O)CCON=C(c1ccccc1)c1ccccc1
energy relative to the best compared isomer or geometry (same formula, charge and spin) = 112.2 kcal per mole

---

Entry 2:
The following is a DFT calculation (ωB97M-V with the def2-TZVPD basis set) of an isolated molecule of C19H24N2O4S2.

CARTESIAN COORDINATES (ANGSTROEM)
1 C 2.666 1.761 -2.428
2 O 2.441 0.983 -1.272
3 C 3.488 0.807 -0.404
4 C 4.665 1.538 -0.423
5 C 5.628 1.326 0.551
6 C 5.429 0.385 1.543
7 C 4.268 -0.370 1.551
8 C 3.295 -0.168 0.587
9 N 2.123 -0.945 0.515
10 C 1.277 -1.160 1.657
11 C 0.089 -0.194 1.715
12 O -0.812 -0.341 2.516
13 N 0.147 0.822 0.835
14 C -0.925 1.777 0.698
15 C -1.801 1.460 -0.512
16 S -3.330 2.443 -0.520
17 C -4.300 1.544 0.759
18 C -4.494 0.114 0.384
19 C -5.420 -0.232 -0.595
20 C -5.578 -1.552 -0.974
21 C -4.805 -2.541 -0.388
22 C -3.876 -2.203 0.582
23 C -3.719 -0.883 0.968
24 S 2.000 -2.036 -0.746
25 C 0.506 -1.507 -1.619
26 O 1.733 -3.335 -0.201
27 O 3.135 -1.868 -1.598
28 H 2.844 2.811 -2.175
29 H 1.756 1.688 -3.022
30 H 3.507 1.370 -3.005
31 H 4.842 2.279 -1.186
32 H 6.539 1.905 0.527
33 H 6.181 0.222 2.299
34 H 4.120 -1.134 2.299
35 H 1.831 -1.061 2.595
36 H 0.893 -2.183 1.607
37 H 0.898 0.839 0.158
38 H -0.515 2.786 0.610
39 H -1.517 1.713 1.615
40 H -1.289 1.697 -1.443
41 H -2.089 0.407 -0.515
42 H -5.243 2.087 0.796
43 H -3.779 1.649 1.710
44 H -6.014 0.543 -1.059
45 H -6.305 -1.810 -1.730
46 H -4.927 -3.572 -0.685
47 H -3.268 -2.968 1.043
48 H -2.994 -0.633 1.731
49 H 0.668 -0.505 -1.986
50 H -0.323 -1.555 -0.926
51 H 0.354 -2.199 -2.438

Results
2S+1 = 1
largest force on an atom = 0.95 eV Å⁻¹
energy = -52933.267 eV
LUMO level = 0.37 eV
molecular weight = 408.5 g/mol
HOMO level = -8.6 eV
SMILES string = COc1ccccc1N(CC(=O)NCCSCc1ccccc1)S(C)(=O)=O
energy relative to the best compared isomer or geometry (same formula, charge and spin) = 8.3 kcal per mole